76
Properties=species:S:1:pos:R:3 method="wB97M-V/def2-TZVPD" total_charge=0 s2=3.759 molar_mass_g_mol=519.74 e_above_lowest_kj_mol=0.0 max_force_ev_per_a=0.427 spin_multiplicity=4 orbital_gap_ev="6.620 / 6.694"
Co 0.02921 0.30259 0.03400
Si 0.16132 0.15986 -3.19618
Si -1.77020 1.62511 2.35984
O 2.01406 -0.34629 0.70648
O 1.35535 2.16114 -0.06984
N -0.64229 0.65448 -1.77403
N -1.47877 1.36155 0.69630
C -0.48979 0.58395 3.29766
C 0.46815 -4.42516 -1.62729
C -3.13747 2.92000 -0.27377
C -0.93940 -0.65271 -4.47799
C 2.43645 2.00122 0.81711
C -2.09659 1.99533 -0.38830
C 0.81175 3.48241 -0.09083
C -2.20651 2.29221 -2.78902
C -0.60186 -3.04067 1.75703
C -1.63506 1.64167 -1.69120
C 3.02372 0.65918 0.52197
C -0.25608 -3.62340 -0.57386
C -1.55338 3.41342 2.89887
C -0.20540 -3.17385 3.20714
C 2.57288 -1.66100 0.58290
C 1.10238 1.55372 -4.02405
C -3.47590 1.09213 2.92987
C -1.60484 -2.15542 1.36944
C -1.25418 -2.72026 -0.92924
C -1.97076 -2.00711 0.03102
C -3.69768 3.54406 -1.38596
C -3.22171 3.23614 -2.64735
C -3.17554 -1.19933 -0.36397
C 1.42597 -1.12968 -2.64945
C 0.04312 -3.78984 0.77626
H 3.37581 0.62470 -0.51237
H 0.43789 2.24623 -4.54929
H -0.05593 -4.21953 3.48077
H 0.18853 1.21347 3.88202
H -0.33569 -1.05718 -5.29931
H -4.49693 4.26551 -1.26316
H 0.12343 -0.01241 2.61127
H 1.58050 4.18401 -0.42228
H -3.64086 3.71726 -3.52295
H 2.09309 2.06032 1.85771
H 1.53955 -1.92197 -3.39689
H -3.11645 -0.88905 -1.40819
H -0.49854 3.65369 3.06909
H 0.44994 3.76846 0.89811
H 0.10063 -5.45360 -1.65040
H 2.41323 -0.67628 -2.49536
H 1.82667 1.16600 -4.75052
H 3.86126 0.46194 1.19277
H 1.54089 -4.46527 -1.42768
H -1.66068 0.04958 -4.90724
H -2.13907 -1.59095 2.12833
H -2.08746 3.60378 3.83563
H -4.07394 -1.80810 -0.23531
H 2.98927 -1.80671 -0.41314
H 1.65060 2.12691 -3.26636
H 1.77352 -2.37605 0.75602
H -3.63045 1.35800 3.98189
H -1.50717 -1.47935 -4.03544
H -1.85054 2.04395 -3.78564
H 0.73270 -2.64462 3.40133
H -3.27511 -0.30407 0.24854
H 0.80305 -4.51027 1.07042
H -1.93674 4.10794 2.14564
H -1.50731 -2.59095 -1.97855
H 1.10450 -1.60677 -1.71402
H -4.26554 1.57190 2.34233
H 3.35702 -1.78936 1.32989
H -0.01997 3.47842 -0.78917
H 3.20034 2.76644 0.65375
H -0.96281 -2.74914 3.86679
H -3.61028 0.00903 2.83457
H -3.52539 3.14776 0.71671
H 0.32148 -3.99336 -2.61749
H -0.96196 -0.12090 3.98996

101
Properties=species:S:1:pos:R:3 method="wB97M-V/def2-TZVPD" total_charge=0 smiles="CCOC(=O)C(F)(F)F.CCOC(=O)C(F)(F)F.CCOC(=O)C(F)(F)F.CCOC(=O)C(F)(F)F.CCOS(C)(=O)=O.CCOS(C)(=O)=O.CCOS(C)(=O)=O" molar_mass_g_mol=940.79 e_above_lowest_kj_mol=0.0 max_force_ev_per_a=1.662 orbital_gap_ev=10.751
S 0.72941 -3.74929 2.37004
S 7.76661 -0.43550 0.79325
S 2.84926 2.43169 5.67816
F -6.95649 -0.68860 -0.17859
F -2.31526 3.22490 -1.95103
F -2.88752 5.23060 -2.53277
F 2.04550 2.28768 2.28586
F -4.33072 3.95275 -1.56142
F 1.96692 -1.40236 -5.79976
F 0.04662 1.44362 2.40842
F 1.42162 -0.16232 -4.12965
F -5.01014 -1.28819 -0.95190
F 2.52475 -2.01432 -3.80064
F -5.81473 0.67708 -1.40811
F 0.32325 3.45398 1.66821
O -0.12708 1.09372 -0.09091
O -2.73980 3.16495 -4.54785
O -3.97729 0.98335 0.47881
O 3.73898 2.68767 4.59832
O 1.97360 1.86150 -0.41337
O 2.30629 0.96647 5.38548
O 1.36371 -2.47145 2.30964
O 7.96093 -0.03608 2.15227
O -5.38159 -0.02700 1.92012
O -0.37206 -2.33375 -5.52110
O -0.14980 -2.62296 -3.30400
O 6.26747 -0.89837 0.62096
O 1.75381 3.29826 5.97301
O 8.09720 0.44819 -0.27463
O -4.92224 3.46965 -4.14371
O 0.81484 -4.58559 3.51544
O -0.81818 -3.54371 2.08539
C -0.33704 0.81971 -1.47614
C -2.77288 -2.42877 -5.82015
C -1.65258 0.10163 -1.70209
C -5.72942 -0.26361 -0.45281
C 5.23932 -0.04172 1.23960
C -1.19713 -2.41256 1.24921
C 1.25076 -4.73279 0.98283
C 0.98582 1.73941 0.23654
C 1.34582 0.39682 6.29879
C 3.92530 -0.54990 0.70525
C 0.24003 -2.20384 -4.35797
C -3.33312 3.95334 -2.41257
C 0.87649 2.20820 1.70355
C -2.66379 -2.15607 1.45000
C -3.77306 3.48981 -3.81032
C -3.09846 1.46669 1.54912
C 3.81985 2.25863 7.17234
C 1.57571 -1.43230 -4.52511
C -3.33489 1.66815 -6.41032
C -2.95533 3.08993 -5.96189
C -3.72407 2.61920 2.27832
C 8.55407 -1.99274 0.54375
C -1.50185 -3.23077 -5.60612
C 0.19461 -0.11425 5.46536
C -5.02474 0.26623 0.81672
H 1.74174 -0.32528 7.01535
H -0.40955 0.74113 5.15188
H 3.18250 0.24290 0.75786
H 7.87241 -2.75935 0.90285
H -2.64306 -1.65653 -6.58180
H -2.90507 -1.73627 2.42496
H -2.57140 1.24623 -7.06197
H -0.33062 1.70395 -2.11895
H -3.72849 3.80008 -6.24527
H -3.07028 -1.45288 0.71556
H -1.58488 -0.77877 -1.05509
H 0.46929 0.18148 -1.83625
H 0.98394 1.20911 6.94110
H -1.27576 -3.85680 -6.46787
H -3.50425 1.05104 -5.53017
H -3.09311 2.86368 3.14093
H -2.93547 -1.84434 -4.90883
H -4.69612 2.37465 2.69072
H -3.59924 -3.07263 -6.10177
H 5.34813 -0.20262 2.30581
H 4.25368 3.25284 7.26769
H 1.34543 -4.16061 0.06493
H -4.24725 1.66425 -7.00732
H -2.56775 0.66916 -1.57321
H -0.61727 -1.55247 1.58155
H 3.48378 -1.28147 1.39056
H -1.55812 -3.82134 -4.69619
H -0.43338 -0.86836 5.93203
H 3.95099 -0.97785 -0.29092
H -3.70969 3.52270 1.66985
H -0.95777 -2.65158 0.21081
H 0.56637 -0.50711 4.51550
H 3.12406 2.01950 7.96686
H 5.40427 0.97183 0.88042
H 4.62593 1.57071 6.94121
H 0.49680 -5.51018 0.88999
H -2.15748 1.65495 1.04579
H -2.00244 3.35876 -6.40659
H 9.44776 -2.03988 1.16396
H 8.86920 -2.11071 -0.48774
H -3.25668 -3.05225 1.24442
H -2.94153 0.60202 2.20051
H 2.21801 -5.12501 1.28756
H -1.64490 -0.29167 -2.72057

82
Properties=species:S:1:pos:R:3 method="wB97M-V/def2-TZVPD" total_charge=0 s2=2.006 molar_mass_g_mol=965.88 e_above_lowest_kj_mol=0.0 max_force_ev_per_a=0.897 spin_multiplicity=3 orbital_gap_ev="7.238 / 7.198"
I 2.46073 3.53782 2.68582
I -2.73146 6.40726 2.16807
Te -1.57904 -0.64193 1.34662
Ni 0.06441 0.53090 -0.74448
P 1.35117 -1.13188 -2.48327
Si -0.45217 -4.04037 1.30880
Si -1.92929 0.48666 4.48461
O 1.56902 -2.34922 -3.27172
O 1.02230 1.75644 0.40985
O 0.11242 -0.18625 -2.98343
O 0.95888 -1.19288 -0.99794
O 2.53266 -0.04133 -2.60849
N -1.34588 1.95981 -0.73339
C -3.74866 0.02472 4.49996
C -1.20191 0.36373 6.21438
C -2.51886 1.99053 -1.32777
C -3.17187 3.93722 -0.10522
C 0.00822 -4.01344 3.13767
C 0.03543 0.50676 -4.27281
C 4.49716 -0.97367 -3.64096
C 4.56484 1.00404 -2.07882
C 0.48184 1.93929 -4.03206
C 3.93752 -0.35129 -2.37065
C -1.91923 3.93543 0.54409
C -3.46982 2.97827 -1.03510
C 0.63318 3.69674 1.72552
C -0.24320 4.73405 2.07775
C -1.74554 -2.71329 0.86051
C -0.96848 -0.71105 3.39314
C -1.48865 4.86818 1.52277
C 1.11490 -3.91230 0.29195
C 0.28308 2.74628 0.77930
C -1.02622 2.90400 0.18873
C 0.88508 -0.16927 -5.34029
C -1.30301 -5.67760 0.93563
C -1.43671 0.43864 -4.66749
C -1.69948 2.22269 3.80757
C 4.08541 -1.28140 -1.17786
H 0.58130 -1.20292 -5.49247
H -2.29376 2.94484 4.37136
H -1.29720 -0.64986 6.60752
H 0.74620 0.38163 -6.27190
H -3.90215 -0.97571 4.90787
H -2.04317 1.13333 -4.08327
H 4.11029 1.44384 -1.19120
H 1.53886 1.97593 -3.77451
H -0.61824 -6.51054 1.09610
H 0.57328 -3.12153 3.40598
H 3.61170 -0.85236 -0.29579
H 3.63914 -2.25642 -1.37921
H -1.81074 -0.57451 -4.52714
H -1.71084 1.03557 6.90686
H -4.18578 0.05183 3.50104
H 0.31924 2.53075 -4.93552
H 4.41915 -0.27052 -4.47136
H -1.81885 -2.69110 -0.23031
H 0.65002 -4.87237 3.34507
H -3.89184 4.70676 0.14020
H -1.63903 -5.72244 -0.10136
H 0.09967 -0.49019 3.43197
H 1.70909 -3.04241 0.56608
H -2.72180 1.20709 -2.04805
H -0.65456 2.53581 3.85809
H 0.92890 -3.84188 -0.77987
H -4.30306 0.72535 5.12702
H 3.94783 -1.88123 -3.88739
H 5.14618 -1.43465 -0.97103
H 5.55172 -1.22203 -3.50617
H -0.14304 0.62377 6.21797
H -0.85654 -4.09000 3.79914
H 0.08299 5.43805 2.83211
H -1.55842 0.70662 -5.71742
H 1.94256 -0.15045 -5.08990
H -4.42198 2.96758 -1.54523
H -2.72788 -3.01724 1.22683
H 4.41572 1.67750 -2.92316
H -2.01298 2.29980 2.76409
H 5.63746 0.89926 -1.90887
H -1.09287 -1.74850 3.69579
H -0.10204 2.39559 -3.22963
H 1.71177 -4.80981 0.47566
H -2.17506 -5.83451 1.57303

86
Properties=species:S:1:pos:R:3 method="wB97M-V/def2-TZVPD" total_charge=0 smiles="CN(C)C(=O)Cc1c(I)cc(COO)c2nccnc12.CCOP(=O)(OCC)OCC.CCOP(=O)(OCC)OCC" molar_mass_g_mol=751.49 e_above_lowest_kj_mol=126.6 max_force_ev_per_a=9.305 orbital_gap_ev=7.676
I -0.99764 -6.07633 4.38452
P -0.44133 2.97945 -0.27191
P 3.68750 1.24751 -5.03179
O 0.34184 -3.50197 2.60172
O -6.56855 -5.33141 4.11340
O 3.27651 2.71695 -5.63525
O -1.71614 4.01449 -0.61970
O -1.48064 2.10588 0.66424
O -6.27587 -4.75200 5.36094
O 0.76866 2.09203 -0.09812
O 4.93909 1.55769 -4.27573
O 0.02339 4.09395 0.85873
O 2.55286 0.47704 -5.98289
O 2.63024 1.14833 -3.77668
N 1.79093 -3.05733 4.33877
N -5.45648 -1.70882 3.45027
N -2.76695 -0.87543 4.20733
C 2.96787 -1.78729 -5.11492
C -3.76762 -0.04321 4.03505
C -2.37909 -4.49763 4.06385
C 1.01890 5.04753 0.50005
C -6.05844 -4.46263 3.08468
C -5.08386 -0.47102 3.67896
C -2.07642 -3.17011 4.22202
C 2.83952 -0.89216 -6.33349
C -2.80369 2.55898 -2.27917
C 2.75893 -2.49271 3.37397
C 0.51480 6.06119 -0.51402
C -1.25380 0.71598 0.89643
C 4.02901 3.23250 -6.73070
C 0.46223 -3.10750 3.73800
C -0.39264 0.48362 2.12456
C -2.25771 3.93683 -1.95483
C -3.69731 -4.91524 3.67177
C -4.65333 -3.96977 3.47188
C 2.22405 -4.39345 4.76322
C 3.10173 1.00847 -2.43382
C -0.69611 -2.67172 4.64078
C -3.11092 -2.18385 4.02131
C -4.41110 -2.56664 3.64048
C 3.32611 2.35387 -1.77309
C 3.77973 2.46443 -8.01793
H -0.00353 -0.53718 2.13787
H 1.59834 -4.82430 5.55161
H -6.00396 -5.09280 2.18495
H -0.98491 0.62864 3.02984
H 2.07379 -1.72214 -4.49460
H -3.26632 2.55473 -3.26701
H -5.85536 0.30430 3.58612
H 3.26945 -4.29836 5.10588
H 2.34901 0.45126 -1.87332
H 2.71161 2.38761 -8.22188
H 3.80782 3.07658 -2.43292
H 4.26755 2.95447 -8.86163
H 2.23747 -1.85908 2.64509
H 5.09476 3.22994 -6.48102
H 4.17158 1.44533 -7.94977
H 3.75785 -0.92410 -6.92760
H 3.72297 4.27069 -6.86218
H -3.58286 1.02417 4.19338
H -1.48067 4.21627 -2.67225
H -6.77520 -3.64135 2.95951
H 1.30590 5.56299 1.41715
H -0.50321 -3.07740 5.65406
H 1.25291 6.84826 -0.67417
H 3.81843 -1.49493 -4.49087
H 2.27727 -5.06223 3.87468
H -2.22682 0.23993 1.03871
H 1.90591 4.53094 0.11834
H -6.22099 -5.46119 6.01512
H -0.80860 0.24912 0.01629
H 3.11470 -2.82494 -5.41787
H -0.41838 6.51341 -0.17779
H -0.62921 -1.57985 4.73613
H 0.44423 1.17831 2.19155
H -3.05155 4.68082 -2.02153
H -2.01111 1.80297 -2.27525
H 3.50803 -1.88505 3.91010
H 3.93088 2.25027 -0.87049
H 3.30028 -3.31526 2.86662
H 0.31657 5.58623 -1.47979
H 2.02360 -1.23707 -6.96836
H -3.96475 -5.96813 3.55598
H 2.37071 2.78703 -1.48239
H -3.54463 2.25541 -1.53919
H 4.01210 0.40715 -2.40995

80
Properties=species:S:1:pos:R:3 method="wB97M-V/def2-TZVPD" total_charge=+1 s2=2.004 molar_mass_g_mol=741.61 e_above_lowest_kj_mol=463.4 max_force_ev_per_a=7.638 spin_multiplicity=3 orbital_gap_ev="5.574 / 4.470"
Au -0.38317 -0.33052 -2.41300
S 1.07572 -0.38946 4.18302
P 1.80627 2.41079 1.17826
P 0.95747 -3.47566 -0.25709
F 3.65289 0.12411 4.66880
F 2.72623 -1.29523 6.07024
F 3.24295 -1.94097 4.03031
O 0.80416 0.79694 4.97497
O 0.25451 -1.56188 4.42515
O 1.30834 -0.11471 2.73972
C -2.57583 -0.38682 1.91948
C 0.11066 -1.52140 -4.00079
C 0.91484 -3.11418 1.51871
C -3.11553 1.21148 -1.41902
C -1.41253 0.47266 -4.73898
C 1.21308 -0.92258 -4.87892
C -3.08809 -1.73126 -0.24371
C -2.43245 1.71614 0.99664
C -2.80213 -0.49956 0.51102
C 3.48549 1.76116 1.47079
C 0.24618 1.46355 -2.91370
C -1.24339 -0.89753 -4.05864
C 1.43706 0.60731 -2.80555
C 2.18245 3.83953 0.08813
C -0.44207 1.67167 -4.27040
C -0.37067 -4.75745 -0.34247
C -2.22640 1.55149 3.56915
C -2.36599 0.99165 2.21352
C -2.76428 0.81031 -0.04009
C 1.62459 3.21749 2.78820
C -2.32121 3.18575 0.84255
C 2.10371 0.11222 -4.09148
C 2.65790 -3.85241 -0.86993
C 2.77253 -0.90935 4.77910
C -2.66958 -1.45413 2.92713
H -1.15012 -4.60137 0.43541
H -1.23397 1.35505 4.00292
H -3.97479 1.90439 -1.41711
H -2.92641 -2.41530 2.46524
H -0.11020 -5.83204 -0.42315
H -2.27928 1.73530 -1.90589
H 0.90264 -0.52662 -5.86320
H 1.28604 4.46807 0.01377
H 3.38423 -3.15323 -0.40830
H -4.10734 -1.71879 -0.66841
H 2.43757 3.48347 -0.91722
H 1.89032 -1.74741 -5.14137
H -2.99980 -2.61429 0.40092
H 0.20058 2.00205 -5.09451
H -3.30840 3.66914 0.91782
H -1.89986 3.44840 -0.13622
H -2.39333 2.63634 3.55505
H 3.04368 -4.89045 -0.82864
H -3.45596 -1.21319 3.66556
H -2.97019 1.09067 4.23508
H 0.33649 -2.53160 -3.58149
H 2.63567 -3.49294 -1.92490
H -1.44707 0.42343 -5.82952
H -2.39638 0.82850 -4.42048
H -2.12747 -1.51537 -3.82732
H -2.36659 -1.83939 -1.07515
H 0.65547 3.71789 2.82242
H -0.89915 -4.42200 -1.25750
H -1.72207 -1.56353 3.48501
H 2.49336 0.89837 -4.76625
H -1.67761 3.61199 1.62148
H 3.46361 1.10141 2.34683
H 1.67594 2.48259 3.59794
H 3.86586 1.21062 0.60463
H 1.35052 -2.12041 1.68498
H 2.07106 0.58611 -1.89386
H 4.08123 2.65862 1.66917
H 3.01506 4.41942 0.50381
H 0.03552 2.15847 -2.07645
H -3.37679 0.34589 -2.03430
H 1.40799 -3.86119 2.15899
H -0.14175 -2.99026 1.82352
H -1.10526 2.52445 -4.08983
H 2.45059 3.93035 2.83760
H 3.02267 -0.43080 -3.81822